Arrangement i

DFT (ωB97M-V with the def2-TZVPD basis set) results for a gas-phase ion, CH5N2S (charge +1).

Output
Total charge: +1
SMILES: [NH3+][C@H]1NS1
Frontier orbital gap (eV): 9.9

Positions of all 9 atoms, in Å:
N 0.85879 -0.26447 -0.56580
C -0.42414 -0.27894 0.07973
N -0.51652 0.89815 0.80675
S -1.55075 0.92212 -0.57145
H 1.39392 0.42750 0.14639
H 0.70492 0.06155 -1.53777
H 1.33487 -1.20091 -0.64449
H -0.73674 -1.30491 0.45827
H -1.06436 0.73990 1.82836

The net atomic charges from Löwdin, expressed in e, are:
1. N 0.1487
2. C -0.7262
3. N -0.3353
4. S 0.9553
5. H 0.2442
6. H 0.1569
7. H 0.1931
8. H 0.1681
9. H 0.1952



Arrangement ii

DFT (ωB97M-V with the def2-TZVPD basis set) results for a molecular structure, CH5N2S.

Output
Total charge: +1
Frontier orbital gap (eV): 9.0

Positions of all 9 atoms, in Å:
C -0.24999 -0.18686 -0.04026
N 1.59392 -0.48305 -0.06340
N -0.67241 0.96330 0.37980
S -2.17323 1.76582 0.15011
H -0.76986 -0.69647 -0.87650
H 1.95902 -0.87707 -0.92750
H 1.80731 -0.99495 0.78760
H -0.01116 1.56108 0.87227
H -3.04085 0.82068 -0.39615

The net atomic charges from Löwdin, expressed in e, are:
1. C 0.0461
2. N 0.1016
3. N -0.3591
4. S 0.9073
5. H 0.1289
6. H 0.0542
7. H 0.0437
8. H 0.1295
9. H -0.0522



Arrangement iii

DFT (ωB97M-V with the def2-TZVPD basis set) results for 2 unconnected molecules or ions with the total composition CH5N2S.

Output
Total charge: +1
Frontier orbital gap (spin up / spin down) (eV): 7.2 / 7.2

Positions of all 9 atoms, in Å:
C 0.18107 0.62918 -0.87113
N -1.10153 0.70025 -0.60080
N 1.03660 -1.74778 1.77372
S 1.29235 -1.13456 0.41317
H 0.82999 1.44622 -0.60631
H -1.49343 1.40105 0.01140
H -1.74083 -0.00390 -0.94798
H 0.52171 -1.27631 2.51807
H 0.47408 -0.01415 -1.69013

The net atomic charges from Löwdin, expressed in e, are:
1. C -0.1414
2. N 0.1051
3. N -0.3587
4. S 0.9078
5. H 0.0969
6. H 0.1402
7. H 0.1409
8. H 0.0282
9. H 0.0810



Stability ranking, top and bottom: arrangement i is the most stable and arrangement ii is the least stable.



Arrangement i

DFT (ωB97M-V with the def2-TZVPD basis set) results for C10H11NO2 in the gas phase.

Output
SMILES: CC1=[N+]([O-])[C@H](O)c2ccccc2C1
Frontier orbital gap (eV): 8.4

Positions of all 24 atoms, in Å:
C 2.93598 1.47169 0.37617
C 1.67966 0.59155 0.08065
N 1.82418 -0.67980 0.38082
O 2.85355 -1.23441 0.87828
C 0.56262 -1.70959 -0.08034
O 0.97757 -2.20552 -1.28986
C -0.69952 -0.86285 0.02128
C -1.92797 -1.59118 0.35715
C -3.04278 -0.87955 0.53476
C -3.11319 0.54788 0.34171
C -1.95757 1.23426 0.03052
C -0.75348 0.51089 -0.16466
C 0.52294 1.17978 -0.57939
H 3.80792 1.04325 -0.17240
H 3.21298 1.19116 1.43701
H 2.90384 2.53066 0.01677
H 0.52616 -2.39766 0.75817
H 0.72037 -1.56169 -2.07809
H -2.00869 -2.68294 0.43555
H -4.06186 -1.22285 0.45199
H -4.12346 0.98212 0.43624
H -1.88505 2.30099 -0.30227
H 0.63035 1.19948 -1.73126
H 0.41547 2.24433 -0.13883

The net atomic charges from Löwdin, expressed in e, are:
1. C -0.0244
2. C -0.2643
3. N -0.1618
4. O -0.0821
5. C -0.2042
6. O 0.0170
7. C -0.0955
8. C -0.0261
9. C -0.1081
10. C -0.0632
11. C -0.0362
12. C -0.1948
13. C -0.1132
14. H 0.0797
15. H 0.0949
16. H 0.0826
17. H 0.1505
18. H 0.1817
19. H 0.1244
20. H 0.0997
21. H 0.1093
22. H 0.1257
23. H 0.1610
24. H 0.1473



Arrangement ii

DFT (ωB97M-V with the def2-TZVPD basis set) results for C10H11NO2 in the gas phase.

Output
SMILES: CC(=O)O/C1=C/C=C\C=C/N=C\C1
Frontier orbital gap (eV): 8.9

Positions of all 24 atoms, in Å:
C -0.20319 -3.65911 -0.32753
C 0.50891 -2.29961 -0.33855
O 1.25421 -1.95450 -1.18037
O 0.24779 -1.53003 0.74419
C 0.67571 -0.14788 0.75663
C 1.56511 0.44750 0.05256
C 1.58097 1.92768 0.08637
C 0.66776 2.62089 -0.58200
C -0.31625 1.94013 -1.45288
C -1.29432 1.14985 -1.06534
N -1.95958 0.99178 0.11755
C -1.56911 0.90456 1.33235
C -0.14770 0.56120 1.82584
H -0.93386 -3.90447 0.55186
H 0.38519 -4.58789 -0.71651
H -1.04285 -3.57476 -1.08248
H 1.97047 -0.06196 -0.83161
H 2.30260 2.55430 0.61539
H 0.71741 3.69894 -0.77995
H -0.19236 2.00071 -2.56219
H -2.01357 0.66074 -1.86486
H -2.20123 0.90110 2.13791
H 0.31959 1.50263 1.98767
H -0.32171 -0.14177 2.57593

The net atomic charges from Löwdin, expressed in e, are:
1. C -0.0018
2. C -0.5342
3. O 0.1224
4. O 0.0587
5. C -0.2281
6. C -0.0403
7. C -0.1002
8. C -0.0946
9. C -0.1086
10. C -0.2123
11. N 0.0701
12. C -0.0747
13. C -0.0577
14. H 0.1072
15. H 0.1152
16. H 0.0876
17. H 0.1279
18. H 0.1129
19. H 0.1095
20. H 0.1203
21. H 0.1431
22. H 0.0783
23. H 0.1026
24. H 0.0969



Arrangement iii

DFT (ωB97M-V with the def2-TZVPD basis set) results for C10H11NO2 in the gas phase.

Output
SMILES: CC(=O)N/C=C\c1ccccc1O
Frontier orbital gap (eV): 7.8

Positions of all 24 atoms, in Å:
C 3.20039 -1.43889 -0.53694
C 2.08004 -0.28415 -0.62509
O 1.14578 -0.22936 -1.38747
N 2.28180 0.85801 0.09463
C 1.30864 1.69549 0.27232
C -0.01078 1.85033 0.14263
C -0.92974 0.86379 -0.11763
C -2.31419 1.08990 -0.65712
C -3.26820 0.11374 -0.71551
C -2.99541 -1.15956 -0.25690
C -1.82810 -1.33869 0.51595
C -0.82039 -0.35116 0.51375
O 0.34110 -0.46593 1.09104
H 4.29617 -1.11660 -0.81268
H 3.07323 -1.67969 0.68127
H 2.77038 -2.11033 -1.22377
H 2.94292 0.75725 1.03959
H 1.57694 2.71672 0.49366
H -0.36723 2.95021 0.25277
H -2.73446 2.29591 -0.75484
H -4.52308 0.43030 -0.64292
H -3.74496 -1.99939 -0.49727
H -1.72136 -2.19356 1.12969
H 0.24049 -1.25433 2.00085

The net atomic charges from Löwdin, expressed in e, are:
1. C 0.0090
2. C -0.5235
3. O 0.0805
4. N 0.0446
5. C -0.2082
6. C -0.0748
7. C -0.1949
8. C -0.0337
9. C -0.1895
10. C -0.1187
11. C -0.0062
12. C -0.3679
13. O -0.0320
14. H 0.1043
15. H 0.1308
16. H 0.0351
17. H 0.2373
18. H 0.1080
19. H 0.1483
20. H 0.1706
21. H 0.1771
22. H 0.1260
23. H 0.0885
24. H 0.2893



Stability ranking, top and bottom: arrangement i is the most stable and arrangement iii is the least stable.



Arrangement i

DFT (ωB97M-V with the def2-TZVPD basis set) results for C7H8O3 in the gas phase.

Output
SMILES: CC1=C[C@@H](O)[C@H]2O[C@H]2C1=O
Frontier orbital gap (eV): 9.8

Positions of all 18 atoms, in Å:
C -2.17734 1.29149 0.31318
C -0.96635 0.49606 0.12801
C 0.24734 1.02690 -0.06614
C 1.53775 0.36704 -0.41500
O 2.78294 0.69568 0.34163
C 1.38833 -1.14982 -0.31786
O 0.98007 -1.74431 0.92740
C 0.06229 -1.77071 -0.20163
C -1.19011 -0.91020 -0.08485
O -2.24871 -1.46506 0.02631
H -2.62321 1.68415 -0.67647
H -2.89622 0.70862 0.84544
H -1.86682 2.19750 0.85894
H 0.38365 2.11504 -0.06605
H 1.78404 0.65324 -1.43030
H 2.79667 0.19144 1.20025
H 2.19670 -1.59422 -0.79098
H -0.19101 -2.79284 -0.59187

The net atomic charges from Löwdin, expressed in e, are:
1. C -0.0427
2. C -0.2296
3. C 0.0492
4. C -0.2536
5. O -0.0456
6. C -0.1941
7. O 0.0339
8. C -0.1177
9. C -0.3221
10. O 0.1333
11. H 0.1283
12. H 0.0717
13. H 0.0902
14. H 0.1350
15. H 0.1536
16. H 0.1137
17. H 0.1287
18. H 0.1678



Arrangement ii

DFT (ωB97M-V with the def2-TZVPD basis set) results for C7H8O3 in the gas phase.

Output
SMILES: CC(=O)C1(C(C)=O)CC1=O
Frontier orbital gap (eV): 10.5

Positions of all 18 atoms, in Å:
C 1.35684 1.58234 -0.33526
C -0.00050 1.35467 0.27598
O -0.61939 2.26445 0.77990
C -0.59660 -0.00493 0.21903
C 0.05864 -1.33904 0.28338
C 1.36770 -1.54058 -0.42918
O -0.48913 -2.24786 0.86393
C -2.15044 -0.04079 0.90471
C -1.94927 -0.03367 -0.50804
O -2.32954 -0.04725 -1.62323
H 1.42975 1.11924 -1.31337
H 2.13425 1.18306 0.31234
H 1.50727 2.65524 -0.42120
H 2.14353 -0.90042 -0.02177
H 1.25505 -1.32551 -1.48925
H 1.66836 -2.57898 -0.30266
H -2.41267 0.87494 1.40871
H -2.37384 -0.97489 1.39599

The net atomic charges from Löwdin, expressed in e, are:
1. C 0.0016
2. C -0.3894
3. O 0.0944
4. C -0.1246
5. C -0.3896
6. C 0.0044
7. O 0.0962
8. C 0.1002
9. C -0.3348
10. O 0.1868
11. H 0.0866
12. H 0.0860
13. H 0.0903
14. H 0.0711
15. H 0.0966
16. H 0.0909
17. H 0.1166
18. H 0.1166



Arrangement iii

DFT (ωB97M-V with the def2-TZVPD basis set) results for C7H8O3 in the gas phase.

Output
Frontier orbital gap (spin up / spin down) (eV): 8.1 / 7.7

Positions of all 18 atoms, in Å:
C -1.53244 -1.00726 1.24138
C -1.43494 1.01178 -0.33376
C 0.57743 -0.49043 0.45619
C 2.67645 -0.88995 1.76002
C -0.93496 -0.11600 0.51522
C -2.98038 1.19291 -0.45772
C 0.95317 -0.79634 -0.98721
O -2.08188 -1.70372 1.96406
O -0.74558 1.88724 -0.86688
O 1.36852 -0.57877 1.53278
H 3.28014 -1.24115 1.01893
H 3.01855 -1.10044 2.77002
H -3.16137 2.14994 0.08991
H -3.40139 0.37588 -0.07688
H -3.36708 1.46351 -1.49348
H 0.20483 -1.59837 -1.25051
H 1.97819 -1.05334 -1.19218
H 0.80156 -0.05088 -1.63438

The net atomic charges from Löwdin, expressed in e, are:
1. C -0.1367
2. C -0.3663
3. C -0.2000
4. C 0.0230
5. C -0.0960
6. C 0.0079
7. C -0.0033
8. O 0.2407
9. O 0.0542
10. O -0.0439
11. H 0.0176
12. H 0.0626
13. H 0.1043
14. H 0.0081
15. H 0.1125
16. H 0.1160
17. H 0.0766
18. H 0.0227



Stability ranking, top and bottom: arrangement ii is the most stable and arrangement iii is the least stable.



Arrangement i

DFT (ωB97M-V with the def2-TZVPD basis set) results for 2 unconnected molecules or ions with the total composition C2H8N4.

Output
SMILES: [H]/N=C\C=N\[H].NN
Frontier orbital gap (eV): 8.4

Positions of all 14 atoms, in Å:
H -0.39536 1.98147 -0.12862
N 0.61209 1.81886 -0.18090
C 1.02551 0.87741 0.58034
C 0.13948 0.12435 1.49477
N -1.08151 -0.03435 1.18666
H -1.64157 -0.59399 1.82387
H 2.09065 0.83704 0.80066
H 0.61189 -0.29758 2.38687
N 0.38471 -1.16312 -1.52899
N -0.90988 -0.63999 -1.61107
H 0.30998 -2.10749 -1.15378
H 1.02358 -0.61776 -0.82036
H -0.87286 0.19816 -2.18561
H -1.29672 -0.38302 -0.66383

The net atomic charges from Löwdin, expressed in e, are:
1. H 0.0535
2. N 0.1166
3. C -0.2840
4. C -0.2153
5. N 0.0832
6. H 0.0717
7. H 0.1019
8. H 0.1088
9. N -0.1129
10. N -0.1106
11. H 0.0573
12. H 0.0505
13. H 0.0556
14. H 0.0237



Arrangement ii

DFT (ωB97M-V with the def2-TZVPD basis set) results for a molecular structure, C2H8N4.

Output
Frontier orbital gap (eV): 8.9

Positions of all 14 atoms, in Å:
C 0.25082 -1.44652 -0.25644
N 0.79865 1.01586 -0.01286
C -0.05722 -0.03042 0.06722
N 2.14902 0.76000 0.35722
N -2.34381 0.49740 -0.34368
N -1.19236 0.48960 0.47560
H -0.24087 1.64586 0.39231
H 2.27154 0.90033 1.35906
H 2.72998 1.44158 -0.11724
H -2.24458 -0.15024 -1.12237
H -3.14881 0.27631 0.23081
H 0.29228 -1.58061 -1.34024
H 1.23138 -1.70182 0.14241
H -0.49602 -2.11733 0.16820

The net atomic charges from Löwdin, expressed in e, are:
1. C -0.0270
2. N -0.0906
3. C -0.4833
4. N -0.0015
5. N 0.0065
6. N -0.1158
7. H 0.2118
8. H 0.0771
9. H 0.0669
10. H 0.0663
11. H 0.0637
12. H 0.0801
13. H 0.0687
14. H 0.0772



Arrangement iii

DFT (ωB97M-V with the def2-TZVPD basis set) results for C2H8N4 in the gas phase.

Output
SMILES: NN1NCCN1
Frontier orbital gap (eV): 8.9

Positions of all 14 atoms, in Å:
N 0.94510 1.28459 1.36133
N 0.68245 -0.21691 0.80760
N 1.05957 -0.29524 -0.51600
C -0.09224 -0.58426 -1.30593
C -1.27080 -0.12622 -0.40340
N -0.66370 -0.43594 0.86188
H 1.70675 1.68356 0.84348
H 1.23797 0.98569 2.30465
H 1.88996 -0.96894 -0.63029
H -0.27154 -1.62671 -1.50066
H -0.30205 0.05117 -2.20513
H -1.64503 0.92863 -0.74836
H -2.19338 -0.74271 -0.55584
H -1.08305 0.06330 1.68669

The net atomic charges from Löwdin, expressed in e, are:
1. N 0.0329
2. N -0.2323
3. N -0.0661
4. C -0.2258
5. C -0.2303
6. N -0.0820
7. H 0.0219
8. H 0.0467
9. H 0.1562
10. H 0.0966
11. H 0.1116
12. H 0.1234
13. H 0.1105
14. H 0.1367



Stability ranking, top and bottom: arrangement i is the most stable and arrangement ii is the least stable.